# C18H22N2O4

One molecule with the formula C18H22N2O4 (ωB97M-V/def2-TZVPD, the Open Molecules 2025 dataset).

Its SMILES is C[C@H](C(=O)N1CCOCC1)N1C(=O)[C@@H]2[C@H]3C=C[C@H]([C@@H]4C[C@H]34)[C@@H]2C1=O. Its spin multiplicity is 1. The total charge is 0. For the frontier orbital gap, the calculation gives 9.84 eV.

Cartesian coordinates (Å):
O 0.538 1.043 2.284
O -0.017 -1.070 -1.690
O -4.756 1.369 0.402
O -2.575 -2.371 -0.068
N 0.105 -0.230 0.437
N -2.699 -0.141 -0.315
C 2.935 -0.116 -1.487
C 4.016 0.922 -1.483
C 1.811 1.359 0.223
C -3.853 -0.262 -1.181
C 4.176 1.552 -0.327
C 3.173 -1.115 -0.359
C 0.489 -0.336 -0.884
C 4.492 -1.177 0.349
C -3.637 2.087 -0.041
C -0.277 -2.454 1.369
C 3.357 -0.404 0.949
C 3.249 1.106 0.762
C -2.127 -1.270 0.167
C -5.091 0.299 -0.467
C 0.776 0.747 1.141
C 1.627 0.639 -1.113
C -0.889 -1.090 1.058
C -2.363 1.221 0.040
H -3.654 0.284 -2.109
H -1.978 1.254 1.061
H -3.792 2.452 -1.067
H -1.183 -0.597 1.994
H -1.602 1.628 -0.641
H 2.900 -0.778 1.856
H 1.642 2.437 0.156
H -5.826 0.640 -1.211
H 5.338 -0.647 -0.059
H -1.020 -3.081 1.851
H -5.553 -0.460 0.167
H 2.578 -2.016 -0.423
H 4.594 1.116 -2.371
H 4.751 -2.113 0.821
H 4.903 2.326 -0.147
H -3.544 2.948 0.623
H 0.025 -2.938 0.443
H 0.583 -2.340 2.024
H 3.398 1.642 1.700
H 1.364 1.315 -1.931
H 2.819 -0.613 -2.450
H -3.988 -1.319 -1.413

Atoms 1-6, force components in eV/Å:
0.024 0.039 0.285
-0.063 -0.277 -0.144
-0.026 0.005 0.230
-0.013 -0.375 0.082
-0.418 -0.249 0.234
-0.288 0.111 -0.145

Want to see where the charge sits? The Löwdin charges in e are: 0.123 0.149 -0.123 0.079 0.081 -0.034 -0.190 -0.043 -0.108 -0.107 -0.043 -0.178 -0.389 -0.044 -0.185 -0.011 -0.180 -0.190 -0.413 -0.164 -0.400 -0.108 -0.199 -0.103 0.130 0.122 0.124 0.157 0.129 0.143 0.165 0.123 0.103 0.087 0.128 0.144 0.114 0.106 0.113 0.129 0.087 0.082 0.151 0.164 0.151 0.126

---

# C4H12

A 2-piece molecular cluster, C4H12 overall in a non-equilibrium geometry (ωB97M-V/def2-TZVPD, the Open Molecules 2025 dataset).

Its spin multiplicity is 2. The total charge is -1. For the frontier orbital gap (spin up / spin down), the calculation gives 2.69 / 11.95 eV.

Cartesian coordinates (Å):
C -0.278 -0.209 -2.215
C 0.731 0.967 -2.188
C -0.656 -0.557 2.794
C 0.158 -0.254 1.539
H 0.135 0.813 1.349
H 1.503 0.793 -1.404
H -1.109 0.213 -2.852
H -1.716 -0.395 2.771
H -0.313 -0.676 0.642
H -0.583 -1.654 2.935
H -0.518 -0.319 -1.172
H -0.191 -0.041 3.652
H 1.180 -0.552 1.824
H 1.409 1.137 -3.047
H 0.153 1.857 -1.950
H 0.096 -1.123 -2.679

Atoms 1-6, force components in eV/Å:
0.261 1.812 -1.561
1.462 -0.689 0.376
0.789 -1.126 0.263
-0.793 0.630 0.546
0.312 0.424 -0.052
-0.717 0.217 0.014

Want to see where the charge sits? The Löwdin charges in e are: -0.276 -0.293 -0.384 -0.397 0.015 0.040 0.057 0.014 0.022 0.034 -0.001 0.036 0.027 0.041 0.030 0.036

---

# C6H10O

C6H10O as an isolated structure (ωB97M-V/def2-TZVPD, the Open Molecules 2025 dataset).

Its spin multiplicity is 1. The total charge is 0. For the frontier orbital gap, the calculation gives 7.68 eV.

Cartesian coordinates (Å):
O 0.925 -0.525 -1.889
C 1.452 -0.285 0.563
C 0.383 -0.124 1.631
C -1.628 1.074 -1.205
C -0.878 -0.129 0.952
C -0.680 0.354 -0.304
C 0.771 0.245 -0.710
H 0.485 -1.371 -1.729
H -2.675 0.963 -0.914
H 1.737 -1.333 0.421
H 0.617 -1.114 2.697
H -1.848 -0.197 1.442
H 1.180 1.230 -0.961
H -1.491 0.730 -2.236
H 0.675 -1.926 2.611
H -1.386 2.146 -1.198
H 2.361 0.262 0.829

Atoms 1-6, force components in eV/Å:
-0.058 -0.249 -0.039
0.108 0.046 -0.036
0.008 0.097 -0.190
-0.046 -0.024 -0.009
0.056 0.158 -0.052
0.023 -0.015 0.040

Want to see where the charge sits? The Löwdin charges in e are: -0.017 -0.169 -0.069 -0.032 -0.094 -0.226 -0.365 0.103 0.081 0.118 0.002 0.111 0.157 0.085 0.115 0.094 0.108